Entry 1:
Molecular formula: C24H36NO21
Method: DFT, ωB97M-V/def2-TZVPD

Each line ends with the Löwdin charge.
Element x y z (Å)
C: 34.0250 37.1270 33.1180  -0.007
O: 36.2960 39.7540 35.3080  -0.106
C: 36.4500 37.4790 32.4560  -0.038
H: 37.1420 42.9290 36.8200  0.078
O: 31.8930 37.9010 36.2760  0.085
C: 36.9560 42.3690 39.0000  -0.256
H: 35.6740 37.6310 37.4750  0.119
O: 36.5010 43.5730 39.5840  0.079
C: 40.7000 39.0010 37.6350  -0.027
C: 39.0300 37.4740 36.3930  -0.120
O: 30.5150 36.3770 37.0550  0.187
O: 40.0410 36.8030 38.3610  0.086
O: 32.2250 41.3610 35.2990  0.089
H: 40.0830 41.0430 34.1640  0.177
H: 42.0860 40.3520 34.7790  0.145
H: 38.6900 39.9250 32.3670  0.130
C: 36.2920 35.2380 32.1610  -0.535
H: 32.0450 39.9130 32.2990  0.065
O: 37.3060 45.6870 39.6400  0.069
O: 38.0350 44.2690 38.1370  0.093
C: 39.5360 35.7020 37.7670  -0.525
H: 37.7090 41.7490 39.7390  0.189
H: 32.5810 39.6920 37.2660  0.124
H: 33.7300 40.5400 34.1140  0.121
C: 35.7010 41.4780 38.6730  -0.022
H: 38.0310 38.0580 36.1490  0.146
H: 34.2330 36.7590 34.0280  0.030
O: 35.8060 41.7660 34.5810  -0.035
H: 36.2450 40.6410 38.0940  0.089
C: 37.2000 44.5700 39.0670  -0.596
O: 32.4730 43.3320 34.3830  0.021
H: 42.0480 38.8230 33.8210  0.142
C: 41.9030 39.9080 33.7440  -0.134
C: 31.5180 36.9620 37.1160  -0.687
H: 34.8530 37.6240 31.2000  0.137
C: 32.9010 42.4330 33.3660  -0.062
C: 31.9920 42.5980 35.4730  -0.528
O: 31.4510 43.1530 36.4620  0.078
O: 35.0680 35.7230 31.6550  0.086
H: 36.3380 37.9980 33.4670  0.132
H: 40.4040 40.0600 37.2520  0.130
C: 32.6980 40.9590 34.0290  -0.301
H: 40.1250 38.7450 32.1790  0.005
H: 40.8930 38.9460 38.7240  0.104
O: 42.9240 40.4720 32.9960  0.089
O: 41.0050 41.2690 32.1600  0.111
H: 41.5260 38.6110 37.1000  0.071
O: 32.2860 36.9420 38.1630  0.106
H: 37.1470 38.1160 31.8080  0.149
O: 38.8720 36.1140 36.6500  0.055
H: 30.6720 40.5060 33.4080  0.129
H: 38.7330 38.4950 38.0340  0.114
C: 39.6020 38.0540 37.7170  -0.329
H: 34.9120 41.8850 38.2560  0.004
H: 34.0430 38.2860 33.4180  0.112
H: 34.0180 42.7140 33.2240  0.148
H: 34.3020 36.5550 36.8990  0.001
C: 33.3420 37.9160 38.0200  -0.323
C: 37.7380 42.9410 37.6470  -0.010
H: 34.9230 36.3440 38.4940  0.136
H: 39.6920 37.6980 35.5210  0.120
H: 32.1620 42.6050 32.6650  0.095
H: 35.2770 40.8360 39.6760  0.143
O: 43.0790 41.8410 31.2360  0.101
H: 31.4820 39.1500 33.7990  0.090
C: 34.6090 37.1280 37.6190  -0.022
O: 36.9730 36.1540 32.6860  0.102
C: 42.3860 41.2790 32.1060  -0.485
O: 37.9100 41.0710 35.1130  -0.096
H: 33.8810 39.0410 36.2100  0.166
H: 32.8970 36.9060 32.8780  0.135
C: 32.9460 38.7370 36.9000  -0.091
O: 36.7170 34.0740 31.9810  0.090
C: 39.6940 39.4030 32.7160  -0.012
C: 35.0700 37.0360 32.0440  -0.405
O: 39.5110 34.5700 38.1850  0.147
N: 36.6580 40.8810 34.8860  -0.540
C: 40.6420 40.5330 33.2200  -0.377
H: 33.4970 38.4430 39.0490  0.183
H: 39.2200 38.7730 33.4980  0.072
H: 38.6530 42.4000 37.4830  0.111
C: 31.7530 40.1140 33.2800  -0.045

For the energy above the lowest of the compared OMol25 structures with the same formula, charge and spin, the calculation gives 46.9 kcal/mol. The charge is -1. The lowest unoccupied orbital energy is 1.923 eV. The value obtained for the HOMO energy is -0.2701 Eh.

---

Entry 2:
Molecular formula: C24H36NO2P2W
Method: DFT, ωB97M-V/def2-TZVPD

Each line ends with the Mulliken spin population.
Element x y z (Å)
C: 1.4096 2.3159 -1.4736  0.100
H: -1.8578 3.4323 -3.1330  -0.001
C: 2.6703 1.8804 -0.7830  -0.040
H: 0.4716 1.1370 4.4723  -0.003
H: -2.8354 1.1800 -2.0961  0.003
H: -2.3555 -1.4829 -1.6230  -0.006
C: 0.2899 3.7850 -3.0248  0.059
C: -0.2592 1.9163 4.2334  -0.013
H: 0.6960 -0.6887 -4.2521  -0.002
C: -0.8019 -2.4790 3.9433  -0.003
H: 2.9643 2.6109 -0.0198  0.003
H: 4.2362 -0.4763 -1.5804  -0.001
H: -3.8472 -1.2514 -0.6424  0.001
C: 0.8050 2.0434 1.9292  -0.007
H: 0.7682 -2.8208 0.3803  0.022
C: -0.1551 -1.4279 1.8256  -0.028
C: -0.9230 2.1195 -1.7721  0.124
C: 0.3884 -3.7878 2.2618  0.005
C: 3.7139 0.0553 1.2770  -0.002
H: -4.3288 1.1565 0.5089  0.005
H: -2.0470 0.1229 -5.0635  0.000
H: -2.8675 3.6413 5.6071  0.000
H: -1.3147 -0.4452 3.3791  0.005
H: 3.2923 -1.8735 -0.9334  0.002
H: 0.3398 4.5744 -3.7711  0.003
H: 1.7152 1.7632 2.4836  0.001
C: -0.2601 2.4783 2.9525  0.054
H: 1.0704 2.9247 1.3222  0.011
H: -1.2631 -2.4165 4.9344  0.000
H: -1.1580 1.9311 6.2007  0.000
C: -2.1275 3.3235 4.8638  0.000
P: 2.5656 0.1910 -0.0860  -0.035
C: 0.3633 -2.6966 1.3937  0.041
C: -1.2655 3.3880 2.5988  -0.017
N: 0.2214 1.7647 -1.0931  -0.053
H: -3.0860 1.8473 1.6202  -0.005
C: -2.7458 -1.2810 -0.6150  0.023
H: -2.8454 2.3922 -0.9563  0.000
H: -2.4217 -2.0528 0.0911  0.002
O: 1.1290 -1.3560 -3.6959  -0.002
H: 0.8558 -4.7237 1.9462  0.000
H: 1.3532 -0.9267 0.6561  0.077
C: 1.4475 3.3229 -2.4111  -0.033
C: -0.1889 -3.6680 3.5287  0.009
H: 3.4641 1.8187 -1.5275  0.004
H: -2.9655 4.5477 3.2990  0.000
C: -2.2253 1.5620 -1.2865  -0.064
H: 3.6753 0.9367 1.9291  -0.005
C: -2.1846 3.8284 3.5594  0.009
H: 3.4428 -0.8457 1.8429  0.010
P: -2.0760 0.2915 0.0209  0.133
H: 0.5491 -1.4018 -2.8724  0.017
H: 2.6198 -0.8601 -2.2688  -0.029
H: 2.4353 3.7371 -2.5827  0.001
H: -2.0681 -1.2738 -4.4607  0.000
C: -1.1719 2.3542 5.1938  0.005
C: -0.8162 -1.3693 3.0686  -0.001
C: 3.2366 -0.8668 -1.3611  0.066
H: -0.1726 -4.5332 4.1928  0.001
C: -3.4139 0.9283 1.1011  0.038
W: 0.2862 0.4474 0.6016  1.545
O: -2.6417 -0.6479 -4.8912  0.000
H: -3.6404 0.1580 1.8521  -0.003
H: -1.3212 3.7621 1.5697  -0.006
C: -0.9032 3.1604 -2.6932  -0.021
H: 4.7072 -0.0699 0.8285  0.002

For the energy above the lowest of the compared OMol25 structures with the same formula, charge and spin, the calculation gives 0.0 kcal/mol. The charge is +1. The lowest unoccupied orbital energy (alpha / beta) is -3.375 / -3.533 eV. Its spin multiplicity is 3. The value obtained for the HOMO energy (alpha / beta) is -0.3484 / -0.3904 Eh. Its expectation value of S² is 2.022.

---

Entry 3:
Molecular formula: C24H37BrFN2O4ReSi
Method: DFT, ωB97M-V/def2-TZVPD

Each line ends with the Mulliken spin population.
Element x y z (Å)
H: 1.9568 -1.2281 -1.3664  0.002
C: -2.1687 -0.8400 4.6674  -0.009
C: 4.2442 4.9361 2.4740  0.017
H: 0.3529 1.1315 -1.2198  0.006
C: 0.4100 -3.7256 -3.1969  0.000
H: 2.9384 4.5669 -0.5355  0.000
F: 4.6983 5.8428 3.3038  0.003
H: 1.2559 -3.8703 -0.5095  0.000
C: -3.3985 -2.0925 -3.6604  0.000
C: -2.9279 -1.8953 -2.2289  -0.001
H: -2.6624 1.0461 -3.5997  0.000
Re: -0.2511 0.3002 3.3909  0.911
H: 0.6900 -0.2935 -4.6763  0.000
H: 2.6010 -2.7212 -2.0261  0.000
H: 3.8637 0.6747 1.5649  0.002
H: -0.4725 -4.0495 -0.6872  0.000
C: 3.1486 3.0092 0.7463  0.001
C: 0.3363 -3.3266 -0.7150  -0.009
O: 2.6550 2.1498 0.0609  0.003
H: -0.9757 -0.0095 -5.2001  0.000
C: 1.8359 -1.9601 -2.1586  0.001
C: -0.1750 0.3527 -4.5620  0.000
C: -1.7273 1.5466 4.9670  0.009
C: 0.5333 1.1429 -2.2912  -0.009
C: 2.1408 0.9241 2.7467  0.009
H: -1.5766 2.3887 -3.3983  0.000
H: -3.3982 -1.1723 -4.2393  0.000
O: 3.8356 6.4962 0.7114  0.006
C: -0.5993 1.2320 5.7525  0.002
O: 1.2001 1.7661 2.7760  -0.028
H: 0.5898 -3.2987 -4.1804  0.000
H: 2.0149 -1.4999 -3.1250  0.000
H: -2.4443 -4.0065 -1.9423  0.000
H: -3.8515 0.0788 -2.0833  0.000
H: 1.4925 0.6851 -2.4957  -0.001
H: 0.5772 -0.3462 6.6310  0.002
C: -2.5218 0.5144 4.4299  -0.008
C: -0.6050 0.5079 -3.0978  0.004
H: -4.7177 -1.2164 -1.3145  -0.001
H: -2.8283 -2.8503 -4.1924  0.000
C: -1.0310 -1.1421 5.4342  -0.013
N: 3.6611 2.6888 2.0272  0.008
C: 3.7928 5.3847 1.1383  -0.002
C: 3.5619 1.3047 2.4127  0.001
H: -0.0364 2.0273 6.2190  0.003
H: 0.1095 1.3367 -4.9353  0.000
H: -4.4345 -2.4402 -3.6333  0.000
C: -1.8320 1.4079 -3.0010  -0.002
H: -3.2767 -0.5833 -0.5369  0.005
H: -0.5324 -4.2671 -3.2122  0.000
H: 0.6078 2.1853 -2.5947  0.001
H: -2.5378 -3.0502 -0.4349  0.001
H: 4.5565 3.3144 3.8139  0.000
H: -3.4461 0.7510 3.9157  0.001
C: 4.1719 3.6286 2.8527  -0.003
H: -3.9847 -3.4944 -1.3107  0.000
N: 3.2588 4.3185 0.3991  -0.001
C: -2.9441 -3.1878 -1.4333  -0.001
O: 1.7933 -0.2620 2.9931  -0.028
Br: -0.9131 -0.2554 1.1760  0.096
H: -2.0285 2.5791 4.8445  0.003
H: -2.8144 -1.6352 4.3138  0.000
C: 0.4660 -2.6574 -2.0914  0.007
C: -0.2545 -0.1048 5.9845  0.005
H: 1.1939 -4.4586 -3.0118  0.000
C: -3.7165 -0.8247 -1.5011  -0.005
H: 0.1987 -2.5964 0.0782  0.003
H: 4.2109 1.0840 3.2656  0.003
Si: -0.9439 -1.3169 -2.3796  0.010
H: -2.1387 1.5479 -1.9684  0.000
H: -0.7873 -2.1729 5.6556  -0.004

For the energy above the lowest of the compared OMol25 structures with the same formula, charge and spin, the calculation gives 64.8 kcal/mol. The charge is +3. The lowest unoccupied orbital energy (alpha / beta) is -13.260 / -12.982 eV. Its spin multiplicity is 2. The value obtained for the HOMO energy (alpha / beta) is -0.5828 / -0.5777 Eh. Its expectation value of S² is 0.825.